No. 1
Molecular formula: C23H38O
Method: DFT, the ωB97M-V functional and the def2-TZVPD basis

Positions of all 62 atoms, in Å:
C: 4.352 2.216 -0.379
C: 4.900 1.065 0.426
O: 5.940 1.141 1.032
C: 4.054 -0.187 0.438
H: 3.156 0.026 1.023
C: 3.617 -0.660 -0.953
C: 2.790 -1.902 -0.833
C: 1.583 -2.125 -1.338
C: 0.892 -3.442 -1.122
H: 0.842 -3.995 -2.061
H: 1.420 -4.052 -0.394
H: -0.129 -3.289 -0.777
C: 0.797 -1.149 -2.169
H: 1.454 -0.424 -2.651
H: 0.287 -1.707 -2.958
C: -0.268 -0.401 -1.344
C: 0.296 0.680 -0.477
C: 0.476 0.651 0.839
C: 0.939 1.869 1.588
H: 1.097 2.711 0.918
H: 1.865 1.675 2.130
H: 0.189 2.158 2.323
C: 0.223 -0.558 1.698
H: 1.000 -0.613 2.465
H: 0.287 -1.463 1.095
C: -1.145 -0.517 2.406
C: -2.280 -0.451 1.429
C: -2.987 -1.475 0.971
C: -2.743 -2.906 1.370
H: -2.912 -3.565 0.519
H: -1.731 -3.062 1.730
H: -3.438 -3.201 2.157
C: -4.137 -1.326 0.005
H: -4.954 -1.958 0.369
H: -3.833 -1.732 -0.966
C: -4.677 0.094 -0.197
C: -3.799 0.929 -1.078
C: -3.360 2.166 -0.883
C: -3.639 3.009 0.326
H: -2.699 3.318 0.785
H: -4.174 3.912 0.033
H: -4.234 2.489 1.070
C: -2.503 2.857 -1.904
H: -2.972 3.787 -2.224
H: -1.535 3.107 -1.471
H: -2.342 2.232 -2.778
H: -3.528 0.433 -2.003
H: -4.839 0.559 0.774
H: -5.653 0.009 -0.688
H: -2.493 0.541 1.064
H: -1.232 -1.395 3.048
H: -1.186 0.366 3.049
H: 0.547 1.590 -1.011
H: -0.835 -1.111 -0.745
H: -0.966 0.070 -2.040
H: 3.263 -2.689 -0.258
H: 3.053 0.127 -1.448
H: 4.510 -0.878 -1.549
H: 4.613 -0.976 0.946
H: 4.809 3.147 -0.051
H: 4.608 2.061 -1.426
H: 3.271 2.272 -0.291

## Properties
- DFT total energy (hartree) = -974.37635
- HOMO energy (eV) = -8.66
- orbital gap (eV) = 9.4
- total charge = 0
- SMILES = CC(=O)CC/C=C(/C)CC/C=C(/C)CC/C=C(\C)CCC=C(C)C

Mulliken population analysis, charges in e, atoms 1 to 6: C -1.011; C 0.423; O -0.590; C 0.013; H -0.253; C -0.397


No. 2
Molecular formula: C21H61BeN4O11
Method: DFT, the ωB97M-V functional and the def2-TZVPD basis

Positions of all 98 atoms, in Å:
Be: -13.538 21.661 -17.796
O: -11.043 24.843 -19.514
C: -11.529 23.752 -18.899
O: -12.648 23.833 -18.288
O: -11.037 22.601 -18.909
H: -10.388 24.520 -20.155
C: -10.140 19.188 -15.651
C: -11.382 20.046 -15.873
C: -11.336 21.444 -15.280
O: -12.515 22.153 -15.630
C: -12.412 23.472 -15.241
N: -11.583 20.099 -17.343
H: -10.235 18.193 -16.088
H: -10.034 18.953 -14.590
H: -9.221 19.611 -16.058
H: -12.219 19.474 -15.468
H: -10.391 21.854 -15.652
H: -11.237 21.446 -14.193
H: -11.758 24.050 -15.902
H: -12.056 23.690 -14.231
H: -13.352 24.017 -15.331
H: -10.706 20.420 -17.747
H: -11.855 19.189 -17.689
C: -3.296 25.287 -18.110
C: -4.232 26.144 -18.979
C: -5.490 25.323 -19.277
O: -6.506 26.125 -19.834
C: -7.762 25.961 -19.174
N: -4.515 27.305 -18.142
H: -2.505 25.846 -17.617
H: -2.992 24.320 -18.522
H: -3.833 24.783 -17.293
H: -3.692 26.273 -19.919
H: -5.764 24.991 -18.267
H: -5.337 24.361 -19.775
H: -8.012 24.899 -19.088
H: -8.606 26.324 -19.762
H: -7.858 26.413 -18.185
H: -5.124 27.836 -18.758
H: -5.048 26.964 -17.350
C: -16.326 19.805 -14.834
C: -15.991 20.783 -15.957
C: -15.703 22.237 -15.541
O: -15.236 22.865 -16.693
C: -15.505 24.289 -16.764
N: -14.732 20.276 -16.584
H: -15.592 19.624 -14.048
H: -16.619 18.833 -15.231
H: -17.221 20.196 -14.341
H: -16.784 20.663 -16.695
H: -14.888 22.227 -14.815
H: -16.660 22.561 -15.131
H: -14.821 24.944 -17.305
H: -15.576 24.757 -15.782
H: -16.439 24.399 -17.316
H: -14.180 20.064 -15.758
H: -14.936 19.379 -17.012
C: -10.874 29.764 -20.031
C: -11.317 28.293 -19.940
C: -12.199 27.876 -18.774
O: -11.761 28.429 -17.523
C: -10.479 28.083 -17.015
N: -12.080 27.923 -21.161
H: -10.190 29.920 -20.865
H: -10.307 30.084 -19.155
H: -11.750 30.412 -20.051
H: -10.394 27.710 -20.029
H: -12.270 26.793 -18.633
H: -13.241 28.118 -18.990
H: -10.591 27.107 -16.538
H: -10.137 28.877 -16.354
H: -9.691 28.020 -17.771
H: -11.510 28.046 -21.991
H: -12.092 26.915 -21.021
C: -7.900 21.902 -17.897
O: -8.587 21.484 -19.059
H: -8.605 22.276 -17.146
H: -7.411 21.047 -17.427
H: -7.153 22.691 -17.998
H: -9.385 22.031 -19.163
C: -15.387 24.412 -21.259
O: -14.235 24.970 -20.676
H: -15.791 25.153 -21.948
H: -15.137 23.524 -21.845
H: -16.201 24.134 -20.585
H: -13.996 24.655 -19.800
C: -9.822 20.443 -22.358
O: -10.632 20.858 -21.245
H: -8.919 20.016 -21.923
H: -10.374 19.655 -22.868
H: -9.683 21.252 -23.075
H: -10.158 21.448 -20.660
C: -9.156 24.379 -23.323
O: -9.967 25.046 -22.368
H: -8.776 25.082 -24.067
H: -8.271 23.931 -22.867
H: -9.699 23.598 -23.857
H: -10.809 24.591 -22.470

## Properties
- DFT total energy (hartree) = -1897.72795
- HOMO energy (eV) = -10.56
- orbital gap (eV) = 5.8
- total charge = +1

Mulliken population analysis, charges in e, atoms 1 to 6: Be 0.718; O 0.733; C -0.162; O -0.252; O -0.081; H -0.101


No. 3
Molecular formula: C6H22N2O4
Method: DFT, the ωB97M-V functional and the def2-TZVPD basis

Positions of all 34 atoms, in Å:
N: 0.044 2.129 -1.484
C: 1.194 1.216 -1.561
C: 1.668 0.738 -0.166
N: 0.946 -0.462 0.303
C: -0.327 -0.138 1.013
C: -0.081 -0.174 2.528
C: 1.308 -0.813 2.702
C: 1.739 -1.233 1.298
H: -0.819 1.592 -1.464
H: 0.002 2.716 -2.306
H: 0.984 0.341 -2.168
H: 2.061 1.718 -2.010
H: 2.727 0.472 -0.259
H: 1.613 1.593 0.520
H: -0.704 0.822 0.661
H: -1.053 -0.899 0.722
H: -0.101 0.834 2.935
H: -0.844 -0.749 3.038
H: 1.279 -1.640 3.408
H: 2.001 -0.070 3.114
H: 2.808 -1.113 1.111
H: 1.519 -2.289 1.129
H: -4.053 0.237 -1.461
H: -2.897 -0.772 -1.448
O: -3.101 0.187 -1.546
H: -1.559 -2.518 -1.492
H: -2.570 -2.931 -0.389
O: -2.522 -2.517 -1.262
H: 0.799 -3.144 -1.441
H: 0.477 -1.621 -1.212
O: 0.228 -2.422 -1.736
H: -0.011 3.108 1.539
H: 0.098 3.395 0.052
O: 0.206 3.815 0.927

## Properties
- DFT total energy (hartree) = -652.28356
- HOMO energy (eV) = -9.35
- orbital gap (eV) = 9.8
- total charge = 0
- SMILES = NCCN1CCCC1.O.O.O.O

Mulliken population analysis, charges in e, atoms 1 to 6: N -0.542; C -0.693; C -0.517; N -0.001; C -0.363; C -0.664


No. 4
Molecular formula: C3H11NO2
Method: DFT, the ωB97M-V functional and the def2-TZVPD basis

Positions of all 17 atoms, in Å:
C: 0.988 1.191 -1.232
N: 0.057 0.265 -0.640
C: -1.111 0.831 0.068
C: -1.722 -0.300 0.851
O: -1.331 -0.021 2.230
H: 1.468 0.649 -2.038
H: 1.803 1.545 -0.581
H: 0.440 2.043 -1.635
H: 0.419 -0.612 -0.301
H: -0.765 1.705 0.610
H: -1.702 1.218 -0.771
H: -2.813 -0.349 0.921
H: -1.396 -1.285 0.519
H: -0.941 -0.798 2.646
H: 2.660 -1.372 -0.038
H: 2.029 -2.731 -0.596
O: 1.918 -1.978 -0.013

## Properties
- DFT total energy (hartree) = -326.08526
- HOMO energy (eV) = -7.83
- orbital gap (eV) = 8.5
- total charge = 0
- SMILES = CNCCO.O

Mulliken population analysis, charges in e, atoms 1 to 6: C -1.000; N -0.222; C -0.480; C -0.451; O -0.544; H 0.355


No. 5
Molecular formula: C22H45N3O4
Method: DFT, the ωB97M-V functional and the def2-TZVPD basis

Positions of all 74 atoms, in Å:
C: 0.713 -1.496 0.162
C: 1.743 -1.617 1.281
C: 1.296 -2.660 2.330
C: 2.122 -0.263 1.891
C: 0.962 0.431 2.617
C: 3.347 -0.341 2.785
O: 3.087 -0.432 4.217
C: 4.192 -0.899 4.778
C: 4.423 -1.941 5.570
N: 3.472 -2.777 6.154
C: 5.918 -2.115 5.540
O: 6.416 -3.133 5.335
O: 6.545 -0.911 5.244
C: 5.474 -0.125 4.816
O: 5.509 1.029 4.964
H: 0.990 -0.737 -0.565
H: 0.692 -2.454 -0.353
H: -0.266 -1.290 0.591
H: 2.656 -2.009 0.826
H: 0.215 -2.770 2.276
H: 1.702 -3.624 2.027
H: 1.655 -2.462 3.336
H: 2.357 0.361 1.028
H: 0.071 0.472 2.000
H: 1.265 1.467 2.782
H: 0.773 0.016 3.602
H: 4.006 -1.129 2.414
H: 3.926 0.577 2.649
H: 2.535 -2.516 5.866
H: 3.494 -2.535 7.144
C: -2.944 -2.146 -2.194
C: -4.279 -2.362 -1.501
N: -4.391 -1.659 -0.236
C: -5.549 -2.064 0.544
C: -6.942 -1.766 -0.023
C: -4.134 -0.229 -0.284
C: -5.005 0.630 -1.210
H: -2.115 -2.431 -1.544
H: -2.891 -2.759 -3.096
H: -2.804 -1.108 -2.502
H: -4.384 -3.433 -1.308
H: -5.086 -2.091 -2.200
H: -5.472 -1.621 1.541
H: -5.474 -3.144 0.707
H: -7.205 -0.714 0.074
H: -7.691 -2.332 0.534
H: -7.035 -2.052 -1.071
H: -3.089 -0.083 -0.571
H: -4.193 0.171 0.732
H: -5.159 0.167 -2.186
H: -4.518 1.593 -1.381
H: -5.979 0.843 -0.772
C: 3.063 2.095 -4.770
C: 1.715 1.875 -4.100
N: 1.574 2.576 -2.837
C: 0.404 2.161 -2.081
C: -0.979 2.449 -2.678
C: 1.820 4.008 -2.877
C: 0.959 4.860 -3.818
H: 3.882 1.814 -4.107
H: 3.130 1.480 -5.669
H: 3.205 3.132 -5.078
H: 1.613 0.803 -3.908
H: 0.920 2.141 -4.813
H: 0.453 2.601 -1.081
H: 0.481 1.081 -1.919
H: -1.254 3.498 -2.582
H: -1.737 1.875 -2.137
H: -1.048 2.165 -3.728
H: 2.868 4.163 -3.143
H: 1.738 4.405 -1.862
H: 0.829 4.398 -4.797
H: 1.441 5.827 -3.978
H: -0.025 5.065 -3.399

## Properties
- DFT total energy (hartree) = -1330.40230
- HOMO energy (eV) = -8.27
- orbital gap (eV) = 8.3
- total charge = 0
- SMILES = CC(C)[C@@H](C)COC1=C(N)C(=O)OC1=O.CCN(CC)CC.CCN(CC)CC

Mulliken population analysis, charges in e, atoms 1 to 6: C -1.859; C 0.642; C -1.367; C 0.456; C -1.666; C -1.096


No. 6
Molecular formula: C12H21N2
Method: DFT, the ωB97M-V functional and the def2-TZVPD basis

Positions of all 35 atoms, in Å:
C: 1.483 2.626 -0.507
C: 1.144 1.427 -0.948
C: -3.049 0.570 0.869
C: -3.530 -0.399 -0.211
C: -1.599 1.117 0.433
C: 3.428 -0.100 0.395
C: 2.998 -0.870 -0.851
C: 1.619 -1.557 0.908
C: -2.521 -1.465 -0.559
C: 1.991 -0.112 1.121
C: -0.715 -0.084 0.376
C: 1.068 0.234 0.031
N: 1.520 -1.123 -0.524
N: -1.103 -0.961 -0.699
H: 1.389 3.491 -1.073
H: 1.681 2.773 0.526
H: 0.764 1.278 -1.918
H: -3.779 1.391 0.954
H: -2.965 -0.040 1.642
H: -4.487 -0.784 0.003
H: -3.707 0.285 -1.179
H: -1.640 1.322 -0.631
H: -1.173 1.938 1.015
H: 4.222 -0.485 1.051
H: 3.887 0.791 0.178
H: 2.960 -0.281 -1.730
H: 3.628 -1.850 -0.986
H: 2.199 -2.470 1.094
H: 0.608 -1.782 1.224
H: -2.513 -2.133 0.242
H: -2.707 -1.972 -1.438
H: 2.002 0.281 2.171
H: -0.793 -0.654 1.264
H: 0.865 -1.588 -1.201
H: -1.072 -0.361 -1.458

## Properties
- DFT total energy (hartree) = -578.97847
- HOMO energy (eV) = -12.82
- orbital gap (eV) = 10.6
- total charge = +1
- SMILES = C=C[C@]1([C@H]2CCCCN2)[C@@H]2CC[N@H+]1C2

Mulliken population analysis, charges in e, atoms 1 to 6: C -1.118; C -0.662; C -0.895; C -0.496; C -0.741; C -0.635